No. 1
Density functional theory data (ωB97M-V/def2-TZVPD) for a 3-piece molecular cluster, C17H37BrNO4 overall.

The geometry in ORCA input format:
```
! RIJCOSX wB97M-V def2-TZVPD def2/J DEFGRID3
* xyz -1 1
C 3.953 0.367 -0.256
N -4.107 2.780 -1.949
H 2.012 -4.394 1.400
H 3.167 1.696 -1.736
H 0.939 1.514 0.075
H 1.570 -2.676 4.694
C -4.911 0.323 -1.403
H 6.818 3.396 1.232
H -1.002 -4.701 0.859
H 3.005 0.246 0.279
C 4.719 3.014 0.889
H 1.193 -4.032 -0.106
H -3.628 -2.363 -1.719
H 0.390 -1.437 2.912
C -2.937 -1.592 -1.154
H -4.202 3.798 -1.675
H -2.353 -0.405 -3.130
C -0.635 -0.096 -1.505
H -1.299 -1.912 -2.715
H -6.162 2.284 -1.462
H 1.991 -3.968 3.564
C 6.143 3.208 0.392
C -4.992 2.338 0.493
C -0.061 -5.030 1.312
H 2.664 -2.356 3.328
H -1.043 2.010 -2.396
H -4.584 0.071 -2.508
C -5.080 1.927 -1.108
H -0.332 -3.021 3.109
H 0.270 -0.147 -2.282
C 0.187 2.279 -0.437
C 0.577 -2.507 2.783
H 0.765 2.963 -1.216
Br -4.548 2.733 -3.769
H 4.756 0.297 0.481
H -5.980 -0.171 -1.255
H 4.908 1.806 -1.568
H -0.247 -0.574 -0.503
H -0.265 2.977 0.387
C -1.851 -0.978 -2.218
O 0.788 -2.719 1.388
C -3.879 -0.467 -0.405
H -0.227 -5.107 2.390
H 4.410 3.916 1.429
C 1.059 -4.056 0.981
H 4.661 2.191 1.608
O -6.038 1.782 1.376
C 3.979 1.691 -1.002
C 1.768 -2.902 3.640
H 0.180 -6.029 0.938
C -0.990 1.497 -1.330
H -1.996 1.719 -0.774
H -2.342 -2.187 -0.326
H -3.195 0.217 0.254
O -3.973 3.121 0.910
H 4.068 -0.468 -0.956
H -4.560 -1.078 0.362
O 3.774 2.821 -0.158
H 6.511 2.328 -0.142
H 6.195 4.056 -0.299
*
```

Calculated values
Orbital gap (eV): 7.0
Electronic energy (eV): -97946.8786

No. 2
Density functional theory data (ωB97M-V/def2-TZVPD) for a 4-piece molecular cluster, C17H37ClN2O3 overall.

The geometry in ORCA input format:
```
! RIJCOSX wB97M-V def2-TZVPD def2/J DEFGRID3
* xyz 0 1
C 1.656 -3.010 -3.844
H 1.961 4.654 3.281
H 0.970 -3.902 -1.071
O -3.261 -0.236 -0.226
H -0.518 -0.065 0.966
Cl -0.118 2.236 -1.091
C -0.932 -2.870 -1.452
H 1.388 -2.852 -4.888
H -1.822 -1.571 2.019
H -1.463 -3.819 -1.374
H 0.893 -0.807 -1.424
H 2.091 2.097 -3.555
H -2.312 0.649 -1.503
C 2.546 1.416 -4.273
H -0.842 -1.490 4.814
O -4.979 -0.206 -1.647
H -0.359 -2.135 2.712
H 2.239 3.495 4.640
C 0.482 -2.942 -0.903
C -0.708 -2.385 -2.952
H -1.249 -1.490 -3.260
H 1.981 1.522 -5.199
H -2.605 1.061 1.942
H 2.265 -1.815 -1.514
O -2.907 0.489 -2.239
H 0.394 0.175 -3.182
C -1.890 1.805 2.293
C 1.186 -1.828 -1.668
H 3.566 1.749 -4.466
C 0.965 -0.532 -3.784
C 1.535 4.176 4.163
H 0.816 -0.366 2.050
H -2.497 -0.881 4.161
C -1.151 0.614 4.197
H 1.339 -3.951 -3.393
C 0.538 2.113 2.923
H -0.765 -3.205 -3.667
H 0.535 -2.756 0.170
C -0.236 -0.080 2.019
H -0.327 4.077 3.169
H -1.434 2.250 1.409
H 2.997 -0.661 -4.636
H 0.490 -0.684 -4.753
H -2.208 2.646 2.910
H 1.319 4.907 4.943
H 2.905 -0.078 -2.956
N 0.806 -1.975 -3.141
C -3.763 -0.012 -1.352
H 0.830 2.432 1.922
H 2.706 -2.900 -3.573
C -1.006 -1.258 2.671
C 2.430 -0.046 -3.937
H -0.254 0.666 4.814
N -0.654 1.132 2.856
H -1.909 1.252 4.652
H -1.528 -2.124 -0.927
C 0.209 3.417 3.851
H -0.312 3.137 4.767
H 1.382 1.616 3.401
C -1.407 -0.849 4.138
*
```

Calculated values
ΔE to the lowest compared entry with this formula, charge and spin (eV): 0.000
Orbital gap (eV): 6.3
Electronic energy (eV): -39871.1710

No. 3
Density functional theory data (ωB97M-V/def2-TZVPD) for a 5-piece molecular cluster, C17H37N2O18S4 overall.

The geometry in ORCA input format:
```
! RIJCOSX wB97M-V def2-TZVPD def2/J DEFGRID3
* xyz 1 1
C 2.524 0.062 -4.838
H -3.917 1.357 -4.981
H 2.187 -0.894 2.709
O 4.421 0.893 -1.291
H -3.772 2.984 0.846
N -3.810 1.084 1.777
H 1.072 0.469 2.771
H 0.578 -1.177 3.290
H -0.675 -0.458 -0.429
H -1.399 2.164 2.058
H 0.510 -6.085 4.054
H -4.733 0.975 1.357
O -4.510 -2.407 -2.988
O -4.062 -0.166 -2.083
H -2.997 1.478 -2.735
S 2.275 -3.929 4.913
C -1.701 -0.394 1.501
H -4.727 1.777 -2.431
H 1.042 2.875 0.459
H 0.572 3.393 2.115
S 5.660 0.187 -2.026
H 1.603 -0.893 0.445
C -4.295 0.647 -4.252
O 6.577 1.485 -2.164
C -2.142 2.937 2.262
O -2.182 -1.607 -2.669
C 0.157 -5.086 4.318
H 6.518 3.411 -1.398
O 5.228 -0.222 -3.316
H -2.093 3.225 3.310
O 1.107 -4.127 3.829
C -0.819 3.861 0.557
H -0.439 -4.002 6.100
O -1.086 3.849 -0.607
H 0.477 -2.031 1.140
H -5.362 0.486 -4.417
O 3.375 -4.741 4.551
C 0.592 3.661 1.059
H -0.201 -5.744 6.364
N -3.944 0.538 3.084
H 5.276 2.037 0.192
O -0.879 -0.579 -5.120
H -0.816 -4.915 3.865
O 0.140 -1.362 -3.009
H -0.207 0.864 0.606
C 5.844 2.663 -1.805
C -2.859 0.339 0.834
C -4.005 1.065 -2.824
H 2.982 0.913 -5.335
C 2.268 -1.090 -5.783
H -3.158 0.794 3.664
H 3.147 -1.708 -5.940
H -2.545 1.005 0.033
H -3.482 -0.418 0.357
H 1.151 4.586 0.933
S -3.538 -1.377 -3.009
O 2.411 -2.539 5.162
C 4.827 2.177 -0.793
H 3.968 2.837 -0.713
O -3.616 -0.608 -4.395
C 0.756 -0.972 1.125
O 6.285 -0.714 -1.134
O 1.216 0.418 -4.342
C 1.148 -0.601 2.561
O -1.803 4.102 1.496
H -4.091 -0.462 3.039
H 1.889 -0.744 -6.747
S 0.268 -0.872 -4.332
C -0.457 -0.206 0.613
H -4.276 2.970 2.520
H -1.882 -1.463 1.611
H 5.362 3.057 -2.701
C -3.555 2.551 1.819
H 3.142 -0.242 -3.996
C 0.154 -4.875 5.818
O 1.233 -1.849 -5.140
H -1.433 0.001 2.482
O 1.523 -4.616 6.145
*
```

Calculated values
Orbital gap (eV): 9.8
Electronic energy (eV): -101393.6385

No. 4
Density functional theory data (ωB97M-V/def2-TZVPD) for C17H37N2OPRbS4Sb3 as an isolated structure.

The geometry in ORCA input format:
```
! RIJCOSX wB97M-V def2-TZVPD def2/J DEFGRID3
* xyz -2 1
C -2.541 2.941 1.677
O 4.130 -2.030 1.922
N -1.113 -2.049 0.430
S 0.276 4.004 4.076
H 4.975 -3.700 5.048
S 3.408 1.890 3.236
H 0.904 -2.120 -4.102
Sb -2.082 1.707 0.000
H -0.885 1.314 -5.518
H -2.813 4.048 -1.145
H 1.795 -0.623 -4.416
C 5.543 -0.881 3.995
H -3.082 1.795 -6.531
H -2.953 2.304 2.459
C -0.025 1.807 -3.037
H -1.654 3.437 2.066
Sb 0.109 -0.243 -2.260
Sb 1.156 2.375 2.727
H -4.821 2.959 -5.182
H 3.058 -1.728 5.424
C 0.505 -3.279 1.760
H -1.065 3.793 -1.352
H 2.426 -0.718 4.098
Rb 2.699 0.021 0.627
H 5.163 0.125 3.791
H 5.698 -0.992 5.070
H 5.799 -3.913 3.479
C 4.854 -3.669 3.965
N 1.378 -3.421 0.592
H -1.216 -4.104 0.767
H -4.631 0.696 0.332
C -1.876 -0.935 -2.689
S 0.030 0.303 2.838
H -2.075 -1.955 0.127
C -4.226 1.399 -0.400
C -3.554 3.135 -3.458
C -2.048 3.339 -1.468
H -2.222 -0.523 -3.637
H 0.111 -0.788 -4.969
C -2.880 2.094 -5.509
H -4.384 0.993 -1.402
H 2.072 -2.466 4.134
C -1.342 2.188 -3.623
H -4.304 3.659 -2.875
S 1.078 2.914 0.418
H 0.636 -4.143 2.421
H -0.873 -1.188 0.931
C -0.948 -3.197 1.321
H -3.283 3.679 1.364
H -1.826 -2.024 -2.749
C -1.644 1.827 -4.936
H -4.768 2.344 -0.315
C 2.822 -1.707 4.358
H 4.105 -4.403 3.664
H 0.761 1.847 -3.795
C -2.316 2.886 -2.864
H -1.577 -3.149 2.220
H 0.715 -2.371 2.337
H -2.559 -0.651 -1.892
C -3.847 2.746 -4.758
H 0.277 2.439 -2.202
H 1.029 -2.776 -0.113
P 4.296 -2.035 3.410
H 6.479 -1.049 3.462
H 2.330 -3.143 0.820
C 0.814 -1.035 -4.171
*
```

Calculated values
ΔE to the lowest compared entry with this formula, charge and spin (eV): 0.074
Orbital gap (eV): 5.0
Electronic energy (eV): -96160.2438

No. 5
Density functional theory data (ωB97M-V/def2-TZVPD) for C17H39BrCl4KNNaO8S2 as an isolated structure.

The geometry in ORCA input format:
```
! RIJCOSX wB97M-V def2-TZVPD def2/J DEFGRID3
* xyz 1 1
H -3.792 -3.090 -0.016
H 3.909 1.583 -3.560
H -2.145 -1.308 1.335
C -2.191 -2.065 -1.355
O 0.989 3.183 -3.223
H -4.137 -3.159 -1.941
H -3.984 -1.026 1.998
H 3.970 -1.594 4.396
N 7.312 2.260 -1.232
H -4.947 1.983 1.322
H 4.866 2.664 -1.585
H -0.789 0.345 -1.633
O 6.330 1.517 -1.125
H -0.746 2.938 1.875
C 8.625 1.701 -0.813
C 3.886 2.195 -1.473
C -2.919 -0.630 -1.661
O 2.849 3.171 -1.557
H -2.219 1.443 -2.321
C -5.460 0.245 -0.066
H -1.663 -2.392 -2.375
H 8.547 1.431 0.242
Br -6.353 0.261 -1.854
C 3.839 -2.481 3.766
Cl -0.641 -5.023 -3.397
C -3.035 -0.559 1.461
C -1.062 0.686 2.107
H -8.096 1.022 0.907
S 1.484 2.449 -2.082
Cl -3.910 3.185 2.475
H -5.850 -0.659 0.601
C -1.749 0.353 -2.342
O 0.667 2.137 -0.930
C 3.586 1.197 -2.588
H 2.976 -3.034 1.874
C -5.869 1.695 0.661
H 3.834 -0.359 2.320
H 8.824 0.825 -1.433
H 3.332 -3.254 4.353
H -7.098 1.239 2.598
Cl -3.409 -5.921 -3.569
C 3.055 -2.144 2.508
C -1.725 -6.419 -3.368
H -0.421 -0.217 2.536
H -1.519 0.006 -3.437
H 1.718 -0.713 3.440
H 1.091 -2.377 3.401
Cl 4.685 4.456 -0.524
H 1.116 -1.380 1.928
H 0.572 2.128 3.079
H -2.846 -4.340 -1.219
O 7.301 3.422 -1.655
C -7.282 1.629 1.491
C 1.664 -1.631 2.843
H 4.843 -2.838 3.511
H -7.657 2.753 1.627
H -3.701 -0.811 -2.513
O 2.166 1.066 -2.611
H -1.618 -6.933 -2.410
Na -1.616 4.096 0.602
H 3.821 1.718 -0.489
H -6.012 2.450 -0.252
S -3.553 0.288 -0.160
H 9.396 2.460 -0.960
C -0.569 2.144 2.745
H -1.339 -2.035 -0.554
H 4.056 0.226 -2.409
O -2.526 0.514 2.378
O 3.759 -1.152 1.765
K 2.247 5.610 -0.810
H -1.455 -7.096 -4.182
H -0.848 0.769 0.939
H -1.241 2.455 3.672
C -3.323 -3.255 -1.075
*
```

Calculated values
Orbital gap (eV): 6.0
Electronic energy (eV): -198660.8237

No. 6
Density functional theory data (ωB97M-V/def2-TZVPD) for a 10-piece molecular cluster, C17H39Cl6N5O16 overall.

The geometry in ORCA input format:
```
! RIJCOSX wB97M-V def2-TZVPD def2/J DEFGRID3
* xyz 0 1
C -1.508 0.656 -2.777
O -3.186 -0.028 5.469
H 1.248 -0.783 5.055
H -3.357 0.662 1.372
H 1.414 -2.177 -4.099
H -3.104 -3.977 -3.967
O 3.304 -0.671 -2.153
Cl -0.459 -4.340 -2.288
C 5.279 -0.673 0.647
Cl 1.544 2.342 2.227
O -0.380 -1.574 -0.139
O 4.025 -1.745 4.489
H -4.429 -4.285 -1.395
H 0.669 4.877 3.307
H -2.708 1.521 2.783
C -5.303 -4.040 -0.793
H 1.753 2.356 4.611
O -4.314 -1.600 -1.512
H 4.865 -0.968 1.609
H 2.782 3.510 3.864
H 1.137 -2.081 3.748
H 4.052 1.047 0.057
C 1.045 0.222 -0.395
N 2.904 -2.125 4.761
H 1.649 -2.457 -2.356
C 0.740 4.180 4.138
O -0.044 -0.374 1.591
H -1.754 -0.311 -2.337
H 2.663 2.456 -5.078
H -2.405 -3.190 -1.505
H -0.205 3.770 4.478
C -2.333 0.786 3.491
H 0.879 -0.058 -1.425
C 1.774 3.106 3.819
C 1.741 -1.343 4.273
H -1.282 -2.171 -2.163
H -1.537 3.577 1.758
H -1.292 0.974 3.733
O -3.810 1.943 4.850
C -1.759 -3.127 -2.379
H 2.900 -3.101 -3.504
H 2.147 -0.690 3.502
Cl 1.387 5.192 5.467
O -1.891 1.937 -0.101
C -1.204 3.950 0.796
N -1.532 3.073 -0.326
C -3.427 0.037 0.491
H -0.152 4.211 0.782
H -1.785 4.864 0.660
O -0.116 0.832 -2.870
C -4.506 -1.864 -0.350
Cl 5.481 1.802 1.754
O 2.653 -2.993 5.578
H -2.437 -0.381 0.270
O -4.301 -1.064 0.672
H 2.040 0.033 0.003
C 0.454 1.258 -3.976
H -5.566 -4.920 -0.206
H -2.512 -0.202 3.080
H 2.215 0.966 -5.909
N -3.186 0.913 4.703
O -0.075 1.776 -4.920
O 3.593 -0.827 -4.298
C 2.584 1.374 -4.969
H -6.167 -3.932 -1.453
H 0.862 1.275 -0.203
H -3.250 -2.304 -3.618
O -1.396 3.517 -1.438
N 0.145 -0.636 0.419
C 5.068 0.786 0.352
N 3.118 -1.186 -3.244
H 5.693 1.103 -0.481
O -5.068 -2.975 0.092
C -2.515 -3.107 -3.685
C 2.142 -2.339 -3.314
H 3.584 0.990 -4.788
H -3.652 0.637 -0.392
Cl 7.031 -1.009 0.843
H 4.941 -1.326 -0.153
H -1.929 1.384 -2.083
O 1.760 1.021 -3.873
Cl -1.375 -2.671 -4.961
H -2.056 0.707 -3.717
*
```

Calculated values
ΔE to the lowest compared entry with this formula, charge and spin (eV): 1.058
SMILES: C[N+](=O)[O-].C[N+](=O)[O-].C[N+](=O)[O-].C[N+](=O)[O-].C[N+](=O)[O-].COC(=O)OC.COC(=O)OC.ClCCCl.ClCCCl.ClCCCl
Orbital gap (eV): 9.9
Electronic energy (eV): -133592.0171

No. 7
Density functional theory data (ωB97M-V/def2-TZVPD) for C17H39InO2P3 as an isolated structure.

The geometry in ORCA input format:
```
! RIJCOSX wB97M-V def2-TZVPD def2/J DEFGRID3
* xyz 3 1
H 0.811 0.345 3.168
H -1.848 -1.921 0.133
C -0.945 -2.545 -0.072
H -2.034 1.405 2.227
C -2.990 -3.420 -7.247
H -2.475 4.244 -1.005
H 2.923 -1.031 1.753
H 2.174 1.491 3.252
P 1.740 -0.563 -2.303
C -2.675 1.690 -2.692
H -0.065 -2.302 1.851
C 3.194 -0.096 1.243
C -0.141 3.241 -2.669
H -0.627 4.160 -3.022
H 0.090 -1.579 -3.710
C 1.251 1.239 2.712
O -1.752 -0.168 -5.030
C 2.515 -2.159 -1.912
H -3.882 -0.155 -6.554
C 0.888 -0.840 -3.873
H 0.398 0.078 -4.228
H 3.778 0.667 -1.804
H 1.764 -2.866 -1.536
O -1.710 0.693 1.628
In -0.213 0.252 -0.796
C -3.311 -1.097 -6.594
H 3.669 0.239 -3.548
H 3.280 2.691 1.393
H -4.692 -2.178 -7.831
H 0.548 2.076 2.787
H -1.342 3.650 0.275
H 2.992 -2.564 -2.817
C 2.523 2.526 0.610
H -2.893 2.811 0.031
H 1.576 -1.207 -4.650
H 0.221 2.654 -3.522
H 3.710 -0.330 0.302
H -2.237 0.967 -3.385
C -1.228 -2.293 -6.040
P -1.307 2.278 -1.683
C 3.106 0.586 -2.670
H 0.953 -3.232 0.607
H 3.870 0.488 1.889
H 2.697 1.582 -2.882
H 3.014 2.503 -0.370
H 1.790 3.341 0.633
H 0.735 3.487 -2.053
H -3.382 -4.327 -7.719
H -1.133 -4.371 -6.622
C 0.028 -2.706 0.837
H -3.155 2.518 -3.230
P 1.713 0.938 0.982
H -3.414 1.139 -2.095
H 3.270 -2.027 -1.126
C -2.088 3.361 -0.475
C -1.737 -3.455 -6.640
H -1.898 -0.129 2.126
H -0.204 -2.234 -5.678
H -2.543 0.423 -4.965
C -3.750 -2.241 -7.280
H -0.939 -3.042 -1.045
C -2.078 -1.181 -5.910
*
```

Calculated values
ΔE to the lowest compared entry with this formula, charge and spin (eV): 0.000
Orbital gap (eV): 3.4
Electronic energy (eV): -55369.9810

> orbital gap of number 7 (C17H39InO2P3)?

3.4 eV